Record 1
Entry from the Open Molecules 2025 dataset: C33H67Cl34F9NbO2S as an isolated structure at a distorted geometry (ωB97M-V/def2-TZVPD).

Geometry as XYZ:
```
147
C33H67Cl34F9NbO2S (ωB97M-V/def2-TZVPD)
C -1.21 6.40 -2.18
O -1.77 6.31 -3.52
C -1.58 4.94 -3.98
C -2.85 4.10 -3.48
C -2.45 2.63 -2.92
C -2.71 2.55 -1.36
C -2.63 1.04 -0.77
C -3.06 0.98 0.79
C -4.45 0.18 0.84
C -4.84 -0.35 2.29
C -3.75 -1.31 2.97
Nb -2.75 -2.83 1.60
O -1.20 -2.99 3.02
C -1.79 -4.34 0.17
C -0.21 -4.51 0.34
C 0.65 -3.46 -0.54
C 0.73 -2.01 0.14
C 2.21 -1.36 0.08
F 3.01 -2.15 0.93
F 2.61 -1.49 -1.30
C 2.04 0.16 0.53
F 1.09 0.31 1.56
F 1.49 0.84 -0.59
S 3.63 1.06 0.99
F 3.42 2.13 -0.29
F 4.59 0.08 0.08
F 3.84 0.18 2.38
F 2.70 2.14 1.91
F 4.98 1.93 1.40
H -0.07 6.56 -2.20
H -1.39 5.47 -1.55
H -1.72 7.29 -1.67
H -0.63 4.55 -3.48
H -1.43 4.89 -5.11
H -3.38 4.72 -2.67
H -3.59 4.01 -4.34
H -1.32 2.53 -3.14
H -3.02 1.86 -3.53
H -1.98 3.24 -0.80
H -3.79 2.89 -1.15
H -1.60 0.59 -0.96
H -3.35 0.43 -1.43
H -2.25 0.49 1.43
H -3.15 2.05 1.21
H -4.52 -0.63 0.03
H -5.27 0.95 0.55
H -5.90 -0.79 2.29
H -4.92 0.58 2.97
H -4.32 -1.93 3.77
H -2.94 -0.74 3.57
H -1.92 -1.52 0.65
H -4.16 -2.76 0.41
H -3.61 -4.26 2.39
H -1.67 -3.25 3.84
H -1.96 -3.92 -0.89
H -2.25 -5.39 0.27
H 0.05 -5.54 -0.12
H 0.15 -4.56 1.42
H 1.72 -3.83 -0.72
H 0.15 -3.31 -1.56
H 0.44 -2.08 1.23
H 0.04 -1.29 -0.42
C 4.66 -1.67 5.31
Cl 5.78 -3.01 5.58
Cl 4.73 -0.50 6.64
H 4.93 -1.17 4.39
H 3.65 -2.07 5.24
C -6.71 3.11 -4.46
Cl -5.59 1.80 -4.10
Cl -6.70 4.32 -3.17
H -6.43 3.59 -5.39
H -7.72 2.70 -4.54
C 2.55 3.90 -2.77
Cl 2.21 4.81 -1.29
Cl 1.56 4.48 -4.12
H 3.60 4.03 -3.03
H 2.34 2.85 -2.60
C 4.45 -5.64 -0.73
Cl 4.85 -7.06 0.26
Cl 2.74 -5.64 -1.17
H 4.68 -4.74 -0.17
H 5.05 -5.67 -1.64
C -1.10 -8.63 -0.73
Cl -1.41 -7.73 0.76
Cl -2.16 -8.08 -2.04
H -0.06 -8.47 -1.03
H -1.28 -9.69 -0.55
C -5.34 -2.68 6.73
Cl -5.04 -1.09 7.44
Cl -3.91 -3.29 5.88
H -5.60 -3.38 7.52
H -6.16 -2.60 6.02
C -5.96 3.86 2.04
Cl -4.37 4.14 2.78
Cl -5.80 3.34 0.36
H -6.47 3.09 2.60
H -6.53 4.79 2.08
C 5.73 -9.28 3.38
Cl 7.32 -9.05 4.10
Cl 5.85 -9.79 1.69
H 5.19 -10.04 3.94
H 5.18 -8.34 3.42
C 4.91 0.29 -2.56
Cl 6.55 0.81 -2.94
Cl 3.84 0.47 -3.96
H 4.92 -0.76 -2.26
H 4.52 0.90 -1.74
C 1.44 -4.57 -4.34
Cl 0.09 -3.44 -4.14
Cl 1.25 -5.54 -5.80
H 2.37 -4.00 -4.40
H 1.47 -5.23 -3.48
C 5.83 -0.26 -6.91
Cl 5.76 0.96 -8.19
Cl 4.97 -1.72 -7.38
H 6.87 -0.50 -6.72
H 5.37 0.15 -6.01
C -6.38 5.63 6.04
Cl -6.52 6.87 4.78
Cl -7.24 4.16 5.58
H -5.32 5.40 6.18
H -6.80 6.02 6.96
C -2.54 1.57 8.27
Cl -2.85 2.47 9.76
Cl -3.60 2.10 6.96
H -1.51 1.73 7.97
H -2.71 0.51 8.46
C 7.61 -2.92 1.83
Cl 6.89 -4.33 1.04
Cl 6.36 -1.78 2.35
H 8.17 -3.25 2.70
H 8.27 -2.42 1.12
C -1.60 0.46 -6.17
Cl -0.38 0.49 -4.90
Cl -2.45 2.01 -6.28
H -1.12 0.25 -7.13
H -2.33 -0.32 -5.94
C 8.03 4.07 -3.65
Cl 9.68 4.58 -4.04
Cl 6.97 4.24 -5.05
H 8.05 3.02 -3.35
H 7.65 4.68 -2.84
C -0.60 8.66 0.97
Cl -0.69 9.87 -0.32
Cl -1.49 7.20 0.54
H 0.44 8.40 1.15
H -1.03 9.08 1.88
```

* net charge: -1
* Kohn-Sham gap: 0.17875 Eh


Record 2
Entry from the Open Molecules 2025 dataset: C33H68F3N8O15STi as an isolated structure at a distorted geometry (ωB97M-V/def2-TZVPD).

Geometry as XYZ:
```
129
C33H68F3N8O15STi (ωB97M-V/def2-TZVPD)
Ti -0.97 6.16 -0.82
C 0.66 0.87 1.29
F 1.96 1.02 1.39
F 0.23 -0.38 1.57
F 0.08 1.72 2.18
S 0.04 1.30 -0.51
O -0.12 2.75 -0.66
O 1.01 0.74 -1.45
O -1.26 0.64 -0.53
C -5.91 6.79 -0.74
C -5.05 5.81 -0.02
O -3.98 6.21 0.46
N -5.46 4.53 -0.09
C -4.62 3.43 0.30
H -6.55 7.31 -0.03
H -6.64 6.42 -1.46
H -5.27 7.56 -1.15
H -6.33 4.36 -0.56
H -4.60 2.90 -0.65
H -5.11 2.77 1.01
H -3.59 3.66 0.54
C -4.63 4.44 -4.93
C -3.34 4.49 -4.13
O -2.83 5.48 -3.70
N -2.69 3.34 -4.01
C -3.03 2.06 -4.65
H -5.10 5.41 -4.78
H -5.35 3.72 -4.54
H -4.48 4.33 -6.01
H -1.92 3.41 -3.35
H -2.14 1.44 -4.63
H -3.30 2.18 -5.70
H -3.78 1.53 -4.07
C 3.60 -1.32 -5.62
C 4.82 -1.63 -6.48
O 4.64 -2.22 -7.53
N 6.02 -1.22 -6.05
C 7.27 -1.38 -6.75
H 3.43 -2.16 -4.94
H 2.72 -1.19 -6.25
H 3.85 -0.44 -5.02
H 6.06 -0.61 -5.24
H 7.20 -1.22 -7.82
H 7.67 -2.39 -6.76
H 7.98 -0.73 -6.24
C -2.77 -6.46 -3.70
C -2.50 -5.62 -4.96
O -2.56 -6.15 -6.08
N -2.21 -4.33 -4.78
C -2.05 -3.64 -3.46
H -3.33 -6.08 -2.85
H -1.82 -6.80 -3.29
H -3.25 -7.38 -4.02
H -2.05 -3.73 -5.57
H -1.00 -3.67 -3.20
H -2.70 -4.02 -2.67
H -2.15 -2.56 -3.59
C 7.71 3.00 -1.58
C 6.53 2.15 -1.98
O 6.71 1.07 -2.53
N 5.30 2.56 -1.77
C 4.95 3.84 -1.18
H 7.80 3.96 -2.09
H 8.61 2.41 -1.77
H 7.74 3.20 -0.51
H 4.62 1.82 -1.84
H 5.30 4.00 -0.16
H 3.87 3.83 -0.99
H 5.01 4.71 -1.84
C -4.95 -0.23 7.40
C -3.56 -0.74 7.28
O -3.38 -1.89 7.52
N -2.65 0.09 6.83
C -1.22 -0.20 6.63
H -5.68 -0.91 6.96
H -5.08 0.74 6.91
H -5.15 -0.12 8.47
H -2.85 1.07 6.67
H -0.54 0.62 6.87
H -0.95 -0.29 5.58
H -0.89 -1.10 7.14
C 4.04 -3.01 3.83
C 3.35 -4.19 4.44
O 2.50 -3.99 5.27
N 3.70 -5.43 4.12
C 4.78 -5.92 3.25
H 3.44 -2.10 3.76
H 4.34 -3.19 2.80
H 5.00 -2.75 4.27
H 3.14 -6.18 4.50
H 5.76 -5.65 3.63
H 4.51 -5.56 2.25
H 4.78 -7.01 3.26
C -4.39 -1.67 2.12
C -5.26 -1.99 0.93
O -6.04 -2.89 1.14
N -4.94 -1.46 -0.24
C -5.78 -1.63 -1.45
H -3.92 -2.53 2.61
H -5.02 -1.16 2.84
H -3.54 -1.06 1.81
H -4.06 -0.96 -0.29
H -6.47 -0.80 -1.58
H -6.35 -2.54 -1.26
H -5.36 -1.77 -2.45
O 1.46 5.85 2.19
C 2.38 6.04 2.89
O 3.53 6.70 2.50
C 4.59 6.56 3.47
C 4.10 5.46 4.35
C 2.58 5.56 4.29
H 4.72 7.55 3.92
H 5.49 6.26 2.92
H 4.45 5.53 5.37
H 4.33 4.49 3.92
H 2.17 6.17 5.10
H 2.11 4.59 4.40
O 1.60 -6.41 -0.66
C 0.90 -6.21 0.32
O 0.49 -7.22 1.04
C -0.42 -6.91 2.03
C -0.65 -5.42 1.93
C 0.28 -4.96 0.85
H 0.15 -7.00 2.96
H -1.40 -7.38 2.13
H -0.33 -4.92 2.85
H -1.66 -5.12 1.68
H 1.10 -4.36 1.25
H -0.19 -4.43 0.03
```

* <S²>: 3.75
* spin multiplicity: 4
* Kohn-Sham gap (alpha / beta): 0.24914 / 0.27168 Eh


Record 3
Entry from the Open Molecules 2025 dataset: a 9-piece molecular cluster, C33H69N3O18 overall at a distorted geometry (ωB97M-V/def2-TZVPD).

Geometry as XYZ:
```
123
C33H69N3O18 (ωB97M-V/def2-TZVPD)
C -16.22 4.93 23.20
O -14.82 4.74 23.47
C -13.90 4.61 22.43
O -14.26 4.67 21.26
O -12.69 4.31 22.94
C -11.69 4.17 22.01
H -16.27 5.91 22.73
H -16.75 4.91 24.15
H -16.73 4.17 22.60
H -11.96 3.41 21.28
H -10.69 4.03 22.42
H -11.61 5.07 21.40
C -15.45 -0.40 26.52
O -16.15 -0.41 25.28
C -15.77 0.50 24.33
O -15.04 1.42 24.48
O -16.22 -0.01 23.20
C -16.22 0.90 22.08
H -15.96 0.22 27.26
H -14.42 -0.08 26.42
H -15.18 -1.39 26.89
H -16.40 1.96 22.23
H -17.18 0.58 21.67
H -15.43 0.59 21.39
C -12.56 3.64 15.12
O -12.58 2.46 15.94
C -13.21 2.56 17.10
O -14.04 3.39 17.41
O -12.78 1.68 17.96
C -13.06 1.66 19.30
H -12.07 3.52 14.16
H -12.07 4.43 15.68
H -13.56 3.95 14.81
H -12.35 0.96 19.75
H -14.07 1.31 19.45
H -13.09 2.69 19.67
C -15.03 10.18 32.12
O -14.54 9.72 30.82
C -14.67 8.27 30.70
C -14.05 7.83 29.31
O -13.81 6.49 29.32
C -13.51 5.94 28.00
C -14.68 5.61 27.14
O -15.59 4.86 27.92
C -16.69 4.18 27.21
H -14.92 11.26 32.18
H -14.58 9.79 33.03
H -16.07 9.86 32.15
H -15.69 7.91 30.78
H -13.98 7.88 31.45
H -13.09 8.34 29.33
H -14.77 8.15 28.55
H -12.89 5.05 28.13
H -12.78 6.49 27.41
H -14.38 5.03 26.27
H -15.16 6.55 26.85
H -16.40 3.37 26.53
H -17.32 4.88 26.66
H -17.37 3.89 28.01
C -13.69 8.68 23.86
O -14.33 9.75 24.47
C -13.63 10.11 25.69
C -14.52 11.05 26.54
O -14.98 12.30 26.05
C -14.11 13.07 25.28
C -14.63 14.35 24.64
O -15.54 14.21 23.66
C -15.83 15.35 22.92
H -14.42 8.15 23.25
H -13.39 7.81 24.44
H -12.86 9.12 23.31
H -12.69 10.59 25.43
H -13.48 9.20 26.27
H -14.06 11.16 27.53
H -15.43 10.50 26.80
H -13.80 12.52 24.39
H -13.32 13.33 25.98
H -13.87 15.07 24.34
H -15.09 14.97 25.41
H -16.25 16.19 23.47
H -16.56 15.05 22.18
H -14.93 15.63 22.36
C -11.48 10.94 21.05
O -11.95 9.63 20.82
C -11.69 9.17 19.50
C -12.45 7.92 19.27
O -13.10 7.81 17.99
C -13.96 6.71 17.79
C -14.64 6.63 16.44
O -13.79 6.34 15.35
C -12.56 7.06 15.12
H -11.61 11.37 22.04
H -11.87 11.56 20.26
H -10.39 10.80 21.01
H -10.62 8.94 19.41
H -11.86 10.00 18.81
H -13.14 7.61 20.05
H -11.89 7.00 19.48
H -14.80 6.74 18.49
H -13.34 5.82 17.90
H -15.21 7.54 16.27
H -15.40 5.85 16.47
H -11.83 6.63 15.80
H -12.81 8.12 15.15
H -12.27 6.91 14.08
C -17.30 8.99 24.95
C -18.05 8.16 23.98
N -18.61 7.54 23.18
H -18.03 9.28 25.71
H -17.14 9.99 24.54
H -16.43 8.51 25.40
C -20.89 5.70 22.09
C -20.21 4.88 23.00
N -19.61 4.23 23.75
H -20.09 6.04 21.43
H -21.35 6.48 22.69
H -21.69 5.11 21.63
C -17.21 5.32 19.53
C -18.33 4.33 19.68
N -19.18 3.56 19.79
H -16.56 5.17 18.67
H -16.57 5.56 20.38
H -17.75 6.25 19.34
```

* SMILES: COC(=O)OC.COC(=O)OC.COC(=O)OC.COCCOCCOC.COCCOCCOC.COCCOCCOC.CC#N.CC#N.CC#N
* Kohn-Sham gap: 0.36989 Eh


E_tot
In order: -18448.10124 -4412.00475 -2817.00908
Unit: a.u.